The following is a quantum chemistry calculation of a structure of composition C24H19BrCeN2OS5Sb at a distorted geometry, from the Open Molecules 2025 dataset.

XYZ file:
```
54
Properties=species:S:1:pos:R:3:mulliken_charge:R:1
Ce -0.80 1.24 0.43 0.866
Br 5.66 -1.78 -0.37 -0.201
C 4.29 -0.46 -0.38 0.008
C 3.44 -0.38 -1.47 -0.406
C 2.43 0.56 -1.46 -0.511
C 2.27 1.42 -0.38 0.193
C 3.15 1.34 0.70 -0.201
C 4.16 0.40 0.70 -0.580
N 1.19 2.33 -0.42 -0.296
C 1.27 3.47 0.18 -0.667
C 0.15 4.42 0.04 0.793
C 0.36 5.79 0.18 -0.884
C -0.71 6.65 0.07 -0.314
C -1.97 6.11 -0.17 -0.791
C -2.09 4.74 -0.31 -0.059
N -1.06 3.90 -0.23 0.063
H 3.58 -1.04 -2.31 0.492
H 1.75 0.65 -2.30 0.484
H 3.01 1.98 1.56 0.375
H 4.82 0.31 1.55 0.444
H 2.22 3.86 0.55 0.567
H 1.36 6.15 0.41 0.409
H -0.57 7.71 0.18 0.430
H -2.84 6.74 -0.23 0.388
H -3.06 4.29 -0.48 0.424
S -0.65 1.15 5.72 -0.598
Sb -0.57 1.48 3.50 0.852
S -2.67 1.36 2.32 -0.577
S 0.75 -0.03 2.21 -0.376
S 0.39 3.47 2.68 -0.385
O -0.68 -0.45 -1.31 -0.441
S 0.06 -1.76 -1.06 0.274
C -0.59 -2.35 0.52 0.472
C -1.83 -1.91 0.94 -0.361
C -2.26 -2.24 2.21 -0.808
C -1.46 -3.02 3.03 -0.493
C -0.23 -3.48 2.58 -0.522
C 0.22 -3.13 1.32 -0.363
C -0.79 -3.00 -2.04 0.591
C -0.26 -4.29 -2.05 -0.359
C -0.90 -5.27 -2.79 -0.679
C -2.05 -4.97 -3.51 -0.461
C -2.55 -3.67 -3.50 -0.692
C -1.92 -2.68 -2.77 -0.274
H -2.48 -1.36 0.27 0.593
H -3.22 -1.88 2.56 0.428
H -1.80 -3.26 4.03 0.416
H 0.40 -4.07 3.23 0.378
H 1.21 -3.41 0.99 0.426
H 0.63 -4.51 -1.47 0.356
H -0.50 -6.28 -2.80 0.397
H -2.54 -5.74 -4.08 0.388
H -3.44 -3.44 -4.07 0.399
H -2.29 -1.66 -2.75 0.396
```

For the HOMO energy (spin up / spin down), the calculation gives -7.4 / -7.4 eV. As for the spin multiplicity: 2. Its orbital gap (spin up / spin down) is 6.57 / 6.57 eV. Its expectation value of S² is 0.7510. Its total charge is 0. The value obtained for the strongest force on any atom is 0.0238 Eh/bohr.

---

The following is a quantum chemistry calculation of a structure of composition C24H19IIrN4O, from the Open Molecules 2025 dataset.

XYZ file:
```
50
Properties=species:S:1:pos:R:3:mulliken_charge:R:1
Ir -0.95 0.06 0.38 0.195
O 0.19 1.44 4.07 -0.839
C -0.27 1.23 2.94 0.185
N -0.60 0.07 2.38 -0.115
C -0.38 -1.20 3.01 -0.680
C -0.70 -2.30 2.00 0.308
C -0.66 -3.63 2.37 -0.766
C -0.95 -4.62 1.44 -0.278
C -1.28 -4.24 0.15 -0.676
C -1.29 -2.89 -0.17 -0.065
N -1.00 -1.94 0.73 0.103
C -0.54 2.38 1.98 0.149
C -0.42 3.69 2.37 -0.427
C -0.75 4.71 1.49 -0.342
C -1.20 4.37 0.22 -0.549
C -1.29 3.03 -0.13 -0.162
N -0.95 2.05 0.71 0.179
H -1.02 -1.34 3.89 0.459
H 0.65 -1.31 3.36 0.285
H -0.40 -3.89 3.39 0.420
H -0.91 -5.66 1.72 0.403
H -1.53 -4.97 -0.61 0.410
H -1.52 -2.52 -1.16 0.218
H -0.08 3.87 3.38 0.466
H -0.65 5.75 1.78 0.408
H -1.47 5.12 -0.50 0.394
H -1.61 2.70 -1.11 0.320
I 4.71 -3.04 1.57 0.052
C 3.85 -1.19 1.16 -0.237
C 4.53 -0.01 1.44 -0.144
C 3.91 1.19 1.14 -0.811
C 2.64 1.16 0.59 -0.201
N 1.99 0.03 0.33 0.050
C 2.58 -1.12 0.60 -0.350
H 5.52 -0.04 1.88 0.374
H 4.40 2.13 1.33 0.402
H 2.10 2.07 0.36 0.421
H 2.02 -2.02 0.36 0.472
C -1.21 0.06 -1.46 -1.523
C -1.31 0.06 -2.80 1.532
C -2.55 -0.19 -3.51 -0.850
C -2.60 -0.18 -4.88 -0.191
C -1.48 0.08 -5.68 -0.726
C -0.27 0.34 -5.02 -0.234
C -0.16 0.33 -3.65 -0.747
H -3.45 -0.39 -2.94 0.360
H -3.56 -0.38 -5.36 0.312
H -1.54 0.09 -6.76 0.335
H 0.63 0.54 -5.60 0.323
H 0.80 0.52 -3.18 0.381
```

For the HOMO energy (spin up / spin down), the calculation gives -1.4 / -1.0 eV. Its orbital gap (spin up / spin down) is 3.42 / 3.01 eV. Its total charge is -1. The value obtained for the strongest force on any atom is 0.0180 Eh/bohr.

---

- Among the records above, which one has the highest total charge?
  C24H19BrCeN2OS5Sb

---

- What is the strongest force on any atom in the first record?
  0.0238 Eh/bohr

---

- The highest strongest force on any atom belongs to which entry?
  C24H19BrCeN2OS5Sb

---

- Which of these has the lowest total charge?
  C24H19IIrN4O